Entry 1:
A molecular structure, C32H45AsBGeNaO3S2, computed with wB97M-V/def2-TZVPD.

```
86
Properties=species:S:1:pos:R:3:lowdin_charge:R:1
Na -0.6277 0.0742 0.6570 0.192
S 0.2654 -3.0872 -1.7383 0.389
C 1.3159 -2.6070 -3.0781 -0.776
C 1.9081 -3.6140 -3.8781 -0.173
C 2.7696 -3.3344 -4.9271 -0.142
C 3.0879 -2.0152 -5.2364 -0.140
C 2.5183 -1.0052 -4.4717 -0.137
C 1.6494 -1.2645 -3.4092 -0.423
As 0.8256 0.2224 -2.3440 1.324
C 0.8926 1.5704 -3.7857 -0.393
C 1.8854 2.5312 -3.9650 -0.113
C 1.8006 3.4575 -5.0010 -0.106
C 0.7256 3.4346 -5.8817 -0.129
C -0.2670 2.4764 -5.7126 -0.117
C -0.1821 1.5578 -4.6739 -0.124
C 2.5057 0.6613 -1.3722 -0.352
C 2.6976 1.9130 -0.7853 -0.122
C 3.8060 2.1615 0.0209 -0.095
C 4.7409 1.1623 0.2618 -0.116
C 4.5658 -0.0859 -0.3261 -0.115
C 3.4638 -0.3301 -1.1390 -0.120
H 1.6632 -4.6420 -3.6369 0.069
H 3.1950 -4.1487 -5.5052 0.079
H 3.7576 -1.7753 -6.0532 0.076
H 2.7672 0.0230 -4.7126 0.085
H 2.7241 2.5747 -3.2800 0.089
H 2.5755 4.2063 -5.1118 0.089
H 0.6552 4.1611 -6.6819 0.085
H -1.1185 2.4522 -6.3814 0.090
H -0.9714 0.8249 -4.5417 0.100
H 1.9428 2.6731 -0.9492 0.064
H 3.9270 3.1415 0.4687 0.092
H 5.5977 1.3534 0.8976 0.085
H 5.2886 -0.8762 -0.1510 0.090
H 3.3381 -1.3093 -1.5856 0.092
O 1.2894 -0.5755 1.2559 -0.578
S 1.9915 -1.5723 2.1412 0.944
C 2.7279 -2.8029 1.0429 -0.339
C 2.2522 -4.1716 1.5222 -0.243
C 0.7761 -3.9670 1.8675 -0.238
C 0.7352 -2.7317 2.7636 -0.301
H 3.8070 -2.6562 1.0122 0.076
H 2.2772 -2.5808 0.0718 0.034
H 2.8056 -4.4943 2.4122 0.101
H 2.3981 -4.9170 0.7389 0.108
H 0.3285 -4.8353 2.3561 0.106
H 0.2299 -3.7721 0.9430 0.056
H 1.0009 -2.9517 3.8009 0.087
H -0.1982 -2.1621 2.7623 0.062
C -2.1005 5.3426 0.1281 -0.251
Ge -0.9673 4.3823 -1.1804 0.648
C -1.6921 4.8660 -2.9434 -0.236
C 0.7218 5.4143 -1.0907 -0.251
C -0.6946 2.5161 -1.0598 -0.375
H -2.2560 6.3861 -0.1762 -0.005
H -1.6077 5.3345 1.1060 -0.016
H -3.0703 4.8490 0.2349 0.002
H -1.7220 5.9550 -3.0600 0.000
H -2.7024 4.4694 -3.0821 0.006
H -1.0478 4.4427 -3.7221 -0.010
H 0.5084 6.4823 -1.2175 -0.003
H 1.3965 5.0901 -1.8916 -0.005
H 1.2367 5.2764 -0.1328 -0.001
H -1.5738 2.0474 -1.5233 -0.065
H -0.6890 2.2209 0.0002 -0.086
C 1.2216 1.1942 4.2805 -0.030
C -0.2477 1.1527 4.6823 -0.506
C -0.3505 1.0283 6.1907 -0.031
O -0.8287 -0.0266 4.0860 -0.043
B -1.5523 0.2951 2.8941 -0.424
O -1.6209 1.7144 2.8659 -0.025
C -1.0846 2.3084 4.0630 -0.507
C -2.2711 2.7254 4.9171 -0.032
C -0.2822 3.5366 3.6673 -0.014
H 1.6984 0.2682 4.6132 0.077
H 1.7474 2.0370 4.7412 0.084
H 1.3383 1.2536 3.1959 0.081
H 0.2408 0.1690 6.5180 0.083
H -1.3795 0.8728 6.5134 0.076
H 0.0438 1.9234 6.6849 0.085
H -2.8736 1.8568 5.1875 0.089
H -2.8937 3.3984 4.3251 0.088
H -1.9580 3.2450 5.8289 0.080
H 0.4544 3.3010 2.8988 0.088
H 0.2354 3.9632 4.5343 0.085
H -0.9556 4.2948 3.2627 0.075
```

Values from the calculation:
HOMO: -0.6 eV
LUMO level: 3.8 eV
HOMO-LUMO gap: 0.162 Eh
E: -6768.30386 hartree
relative energy (zero: lowest compared OMol25 entry of this formula, charge and spin): 0.00 kcal/mol
charge: -2

=====

Entry 2:
A molecular structure, C32H45CaN2OPS, computed with wB97M-V/def2-TZVPD.

```
83
Properties=species:S:1:pos:R:3:lowdin_charge:R:1
Ca -1.2206 0.5651 -0.6113 1.153
C -2.8362 3.4670 3.8655 -0.046
C -1.6402 2.8376 3.1457 -0.382
C -1.7010 1.3098 2.9524 -0.069
C -1.4352 3.4568 1.8013 -0.226
C -0.4075 4.3070 1.4544 -0.036
C -0.1440 4.6783 0.1444 -0.036
C -0.9864 4.2245 -0.8748 -0.299
C -0.7233 4.3947 -2.3256 -0.045
C -2.1027 3.4840 -0.5235 -0.092
C -2.3660 3.0961 0.7941 -0.052
H -2.9555 3.1363 4.9163 0.088
H -3.7337 3.1492 3.3741 0.069
H -2.6994 4.5593 3.7851 0.091
H -0.7492 2.9861 3.7303 0.123
H -2.5838 0.9171 2.4032 0.061
H -1.7173 0.7695 3.9132 0.093
H -0.8886 0.9235 2.3823 0.039
H 0.2235 4.7021 2.2386 0.119
H 0.8158 5.1786 -0.0587 0.121
H -1.6917 4.7294 -2.7217 0.091
H -0.3020 3.4691 -2.8638 0.096
H -0.0757 5.2178 -2.5476 0.068
H -2.7816 3.1334 -1.2910 0.105
H -3.1525 2.3556 1.0196 0.090
C 3.1591 2.9420 0.5503 -0.127
C 2.9556 1.4953 0.9268 -0.518
C 2.3426 1.3723 2.3416 -0.118
P 1.6725 0.7229 -0.2405 1.040
C 2.1795 1.2022 -1.9831 -0.513
C 3.4772 0.5357 -2.5678 -0.098
C 0.9401 0.8316 -2.8693 -0.157
C 2.0933 -1.0534 -0.1043 -0.300
C 3.3907 -1.4734 0.0510 -0.119
C 3.7500 -2.7885 0.1424 -0.302
C 5.2173 -3.1022 0.4638 -0.072
C 2.7252 -3.7287 0.1092 -0.051
C 1.3962 -3.3769 -0.1050 -0.018
C 1.0093 -2.0241 -0.3395 -0.310
N -0.2558 -1.5363 -0.5292 -0.144
C -1.2994 -2.5089 -0.5956 -0.293
C -1.8418 -3.0206 0.5675 -0.203
C -1.3496 -2.6764 1.9766 -0.032
C -2.8406 -4.0302 0.5040 -0.017
C -3.2529 -4.5728 -0.6997 -0.263
C -4.3885 -5.6289 -0.7581 -0.050
C -2.7160 -4.0368 -1.8878 -0.011
C -1.7732 -2.9975 -1.8388 -0.240
C -1.2135 -2.5124 -3.1034 -0.067
H 3.3794 3.5973 1.3890 0.082
H 2.2239 3.3062 0.1553 0.023
H 3.8074 3.1382 -0.2983 0.076
H 3.8545 0.9165 0.9991 0.074
H 1.3413 1.7855 2.2789 0.033
H 2.9195 1.8852 3.0783 0.068
H 2.0958 0.3504 2.6681 0.083
H 2.2907 2.3516 -1.8792 0.108
H 3.2830 -0.4887 -2.9295 0.084
H 4.3295 0.4895 -1.8887 0.062
H 3.7782 1.1317 -3.4350 0.071
H 0.8872 -0.2649 -2.8637 0.061
H 1.0541 1.1210 -3.9572 0.104
H 0.0137 1.3721 -2.5834 0.014
H 4.1408 -0.6560 0.1532 0.100
H 5.3557 -4.1162 0.9607 0.082
H 5.6825 -2.4111 1.2312 0.083
H 5.8666 -3.1337 -0.4287 0.067
H 3.0134 -4.7858 0.2597 0.117
H 0.5889 -4.1083 -0.1828 0.112
H -0.4318 -2.0828 1.9487 0.063
H -1.1704 -3.6089 2.5168 0.079
H -2.1242 -2.1750 2.5596 0.074
H -3.2812 -4.4327 1.3766 0.099
H -3.9794 -6.5952 -1.1325 0.082
H -5.0913 -5.3086 -1.5390 0.070
H -4.8578 -5.7198 0.2251 0.068
H -3.1357 -4.4015 -2.8684 0.129
H -1.6695 -2.9744 -3.9831 0.077
H -0.0946 -2.6800 -3.1658 0.098
H -1.2322 -1.3713 -3.1613 0.068
O -2.8007 0.5427 -2.2713 -0.775
S -3.9985 0.0919 -1.3780 0.740
N -3.5613 0.1534 0.0323 -0.516
```

Values from the calculation:
HOMO: -6.7 eV
LUMO level: 0.1 eV
HOMO-LUMO gap: 0.250 Eh
E: -2848.29724 hartree
relative energy (zero: lowest compared OMol25 entry of this formula, charge and spin): 17.17 kcal/mol

=====

Entry 3:
A molecular structure, C32H45N2O4OsPS2Si, computed with wB97M-V/def2-TZVPD.

```
88
Properties=species:S:1:pos:R:3:lowdin_charge:R:1
Os -0.2030 0.7248 1.0242 0.743
O 0.1970 1.8895 3.5840 -0.040
C -0.2231 0.8693 3.0496 -0.547
C -0.6649 -0.2994 3.8540 -0.238
C -0.3237 -0.4333 5.1924 0.013
C -0.7602 -1.5473 5.8939 -0.023
C -1.5423 -2.5090 5.2636 -0.028
C -1.8864 -2.3753 3.9244 -0.035
C -1.4437 -1.2630 3.2208 -0.295
P -1.7958 -0.9379 1.4803 0.983
C -3.3207 0.0075 1.3973 -0.347
C -3.6189 0.9401 2.3962 -0.076
C -4.7453 1.7399 2.2729 -0.058
C -5.5553 1.6329 1.1478 -0.041
C -5.2481 0.7197 0.1427 -0.041
C -4.1268 -0.0842 0.2562 -0.093
C -2.0184 -2.5315 0.7161 -0.364
C -0.9271 -3.1242 0.0798 -0.093
C -1.0364 -4.4181 -0.4034 -0.046
C -2.2256 -5.1169 -0.2426 -0.035
C -3.3096 -4.5270 0.4000 -0.042
C -3.2168 -3.2287 0.8748 -0.088
H 0.2840 0.3265 5.6674 0.131
H -0.4861 -1.6720 6.9340 0.123
H -1.8864 -3.3726 5.8197 0.123
H -2.4811 -3.1398 3.4396 0.109
H -2.9966 1.0176 3.2793 0.109
H -4.9997 2.4367 3.0622 0.116
H -6.4378 2.2555 1.0570 0.120
H -5.8830 0.6402 -0.7312 0.122
H -3.8902 -0.7958 -0.5251 0.112
H 0.0034 -2.5752 -0.0280 0.094
H -0.1938 -4.8836 -0.8990 0.116
H -2.3136 -6.1254 -0.6255 0.121
H -4.2280 -5.0840 0.5359 0.121
H -4.0685 -2.7656 1.3601 0.119
C -0.5006 -1.1659 -2.8900 -0.006
C -0.3573 0.3161 -2.5915 -0.585
C 0.3665 1.0569 -3.7038 -0.009
C -1.7190 0.9265 -2.3394 -0.048
O 0.4387 0.4775 -1.3388 -0.311
Si 2.0632 0.2442 -1.1498 -0.068
S 1.9547 0.3269 1.0633 0.571
O 3.0748 1.3231 -1.6973 -0.118
C 3.5792 2.6873 -1.6712 -0.614
C 2.5839 3.5879 -0.9651 -0.044
C 3.7623 3.1067 -3.1185 -0.010
C 4.9094 2.6544 -0.9423 -0.012
O 2.4170 -1.2431 -1.6147 -0.137
C 3.5904 -2.1244 -1.5907 -0.611
C 4.8645 -1.3098 -1.7389 -0.022
C 3.5665 -2.8739 -0.2705 -0.020
C 3.4115 -3.0730 -2.7604 -0.017
H -1.0384 -1.3023 -3.8304 0.109
H -1.0642 -1.6583 -2.0949 0.073
H 0.4736 -1.6445 -2.9750 0.081
H -0.2432 1.0602 -4.6082 0.109
H 1.3277 0.5858 -3.9358 0.099
H 0.5506 2.0914 -3.4041 0.087
H -2.4043 0.6263 -3.1348 0.109
H -1.6727 2.0155 -2.3147 0.068
H -2.1270 0.5703 -1.3923 0.040
H 1.6038 3.5199 -1.4465 0.058
H 2.9223 4.6234 -1.0218 0.105
H 2.4850 3.3150 0.0897 0.070
H 2.8017 3.1460 -3.6369 0.083
H 4.4079 2.3954 -3.6361 0.098
H 4.2255 4.0935 -3.1650 0.102
H 4.7751 2.3412 0.0970 0.092
H 5.3613 3.6475 -0.9485 0.102
H 5.5945 1.9610 -1.4329 0.094
H 4.9987 -0.6281 -0.8924 0.086
H 4.8374 -0.7183 -2.6565 0.096
H 5.7268 -1.9774 -1.7812 0.105
H 3.6563 -2.1817 0.5721 0.072
H 4.3979 -3.5790 -0.2242 0.104
H 2.6318 -3.4310 -0.1654 0.085
H 3.4383 -2.5232 -3.7030 0.097
H 2.4536 -3.5921 -2.6847 0.087
H 4.2116 -3.8144 -2.7653 0.101
N -1.5006 3.9719 2.6695 0.182
C -1.6448 3.9353 1.3793 -0.755
N -2.5184 4.7313 0.7792 0.148
S -0.6964 2.9106 0.3034 0.741
H -1.9988 4.6480 3.2298 0.146
H -0.7565 3.4132 3.1125 0.088
H -3.0544 5.4155 1.2909 0.138
H -2.5951 4.7245 -0.2248 0.115
```

Values from the calculation:
HOMO: -14.3 eV
LUMO level: -7.5 eV
HOMO-LUMO gap: 0.250 Eh
E: -3174.48750 hartree
relative energy (zero: lowest compared OMol25 entry of this formula, charge and spin): 0.00 kcal/mol
charge: +2

=====

Entry 4:
A molecular structure, C32H45N5O2PbSe2, computed with wB97M-V/def2-TZVPD.

```
87
Properties=species:S:1:pos:R:3:lowdin_charge:R:1
Pb -0.4066 -0.1730 1.3678 1.334
C -0.8311 -0.7641 -2.6061 -0.207
C -0.4431 -2.1423 -2.0295 -0.185
C 0.9370 -2.1520 -1.2894 -0.207
N 0.8562 -1.9645 0.1868 -0.110
C 0.9896 -2.9794 0.9859 -0.291
C 0.7692 -4.3205 0.5204 -0.041
C 1.0439 -5.5327 1.1453 -0.091
C 1.8939 -5.8739 2.2245 -0.130
C 2.4131 -5.0072 3.1605 -0.120
C 2.1181 -3.6556 3.2966 -0.023
C 1.4129 -2.7021 2.4201 -0.222
N 1.1137 -1.4997 2.8317 -0.120
C 1.6625 -0.8958 3.9827 -0.286
C 1.3725 0.6187 4.0916 -0.199
C 1.8909 1.5275 2.9753 -0.226
N 0.9373 1.6421 1.8621 -0.161
C 0.7868 2.7263 1.1068 -0.254
C 0.9637 4.0033 1.6859 -0.051
C 0.8354 5.2375 1.0981 -0.098
C 0.9270 5.5159 -0.2738 -0.132
C 1.0946 4.6510 -1.3512 -0.106
C 0.8120 3.2887 -1.3561 -0.050
C 0.2904 2.5133 -0.2965 -0.247
N -0.7523 1.6726 -0.3811 -0.074
C -1.5898 1.5874 -1.5812 -0.205
C -1.9620 0.0670 -1.9668 -0.187
H -0.9823 -0.9232 -3.7174 0.124
H 0.0693 -0.1776 -2.5227 0.061
H -0.4717 -2.8804 -2.7691 0.073
H -1.2725 -2.4925 -1.3317 0.121
H 1.5786 -1.3468 -1.7516 0.099
H 1.5330 -3.0963 -1.4783 0.116
H 0.2281 -4.3739 -0.4521 0.103
H 0.5115 -6.3781 0.7284 0.095
H 2.0913 -6.9247 2.2939 0.081
H 3.1110 -5.3977 3.8917 0.100
H 2.3706 -3.1372 4.2529 0.086
H 2.7691 -1.0644 4.0755 0.129
H 1.2638 -1.3747 4.9036 0.121
H 1.9478 0.9288 4.9454 0.098
H 0.3034 0.8188 4.2832 0.108
H 2.8263 1.0679 2.6443 0.121
H 2.1197 2.5440 3.3741 0.105
H 1.0224 3.9134 2.7881 0.107
H 0.6057 6.0470 1.7719 0.099
H 0.8986 6.5746 -0.5464 0.090
H 1.4008 5.1295 -2.3064 0.110
H 0.8706 2.7972 -2.3643 0.105
H -1.0939 2.0196 -2.4636 0.096
H -2.5703 2.1071 -1.4604 0.117
H -2.8257 0.0853 -2.6670 0.105
H -2.3687 -0.4103 -1.0821 0.054
O -5.7402 0.7410 -0.1518 -0.047
C -6.6454 0.0919 0.7239 -0.203
C -5.8434 -0.7745 1.7603 -0.556
C -6.9237 -1.4296 2.6602 -0.263
O -6.4234 -2.1543 3.7345 -0.125
C -5.0563 -1.8164 0.9677 -0.420
Se -3.8389 -2.8862 2.1631 0.642
C -4.8834 0.1627 2.5143 -0.457
Se -3.4074 -0.8416 3.2643 0.563
H -6.1592 0.9390 -0.9822 0.088
H -7.3446 -0.5825 0.1987 0.134
H -7.2397 0.7912 1.2902 0.120
H -7.6217 -2.0150 2.0257 0.130
H -7.5308 -0.6336 3.0969 0.128
H -5.6187 -2.7093 3.4350 -0.019
H -4.3548 -1.4498 0.2346 0.049
H -5.8159 -2.5178 0.6012 0.088
H -5.4062 0.7314 3.3137 0.100
H -4.4639 0.8856 1.8725 0.043
C 4.4808 2.7216 -5.5550 -0.043
C 4.9322 1.6962 -4.5007 -0.614
C 5.5519 2.2780 -3.2476 -0.056
C 5.7808 0.5594 -5.0518 -0.060
C 3.6699 1.0174 -3.9801 -0.172
N 2.6599 0.6705 -3.4873 0.172
H 5.4206 3.0927 -5.9756 0.089
H 3.8260 3.5025 -5.1021 0.098
H 3.9382 2.2062 -6.3730 0.094
H 6.6443 2.3290 -3.2671 0.084
H 5.2166 1.7278 -2.3369 0.098
H 5.0972 3.3076 -3.1110 0.104
H 6.7975 0.9561 -5.1768 0.086
H 5.3918 0.2783 -6.0366 0.088
H 5.8372 -0.3192 -4.3715 0.106
```

Values from the calculation:
HOMO: -6.3 eV
LUMO level: 0.0 eV
HOMO-LUMO gap: 0.232 Eh
E: -6666.13910 hartree
relative energy (zero: lowest compared OMol25 entry of this formula, charge and spin): 3.46 kcal/mol

=====

Entry 5:
5 unconnected molecules or ions with the total composition C32H46BN3O17, computed with wB97M-V/def2-TZVPD.

```
99
Properties=species:S:1:pos:R:3:lowdin_charge:R:1
C 7.8798 -0.3026 -0.3111 0.110
C 7.3556 -0.2787 -1.4035 -0.136
C 6.5186 -0.1412 -2.6703 -0.194
C 5.0246 -0.5275 -2.2980 -0.158
C 4.4248 0.6394 -1.4386 -0.160
O 3.3670 1.3816 -2.0940 -0.004
C 2.2800 0.5969 -2.4196 -0.419
O 2.0095 0.4543 -3.5834 0.171
C 1.3615 -0.0882 -1.3854 0.010
C 1.8227 -1.2039 -0.5803 0.042
C 0.9355 -1.8016 0.3420 0.025
N -0.3485 -1.3561 0.4865 0.112
C -1.1686 -2.0886 1.5327 -0.672
O -1.6338 -1.4944 2.5006 0.036
O -1.2709 -3.3225 1.2976 -0.014
C -0.8359 -0.3344 -0.2568 -0.163
N -2.1952 0.0874 -0.1123 0.046
C -3.1585 -0.9708 -0.5925 -0.159
C -4.2462 -0.4479 -1.5912 -0.170
C -3.8531 -0.9036 -3.0531 -0.222
C -3.3544 0.2960 -3.9594 -0.103
C -0.0143 0.3728 -1.2159 0.099
B -0.5603 1.6224 -2.0672 -0.536
N -1.0888 2.7688 -1.2705 0.143
O -0.5262 1.6978 -3.4432 0.145
H 8.0958 -0.4015 0.7731 0.026
H 6.9265 -0.7791 -3.4840 0.109
H 6.4869 0.9027 -3.0546 0.117
H 4.4218 -0.8084 -3.1883 0.118
H 5.1184 -1.4563 -1.6776 0.114
H 4.0046 0.2203 -0.4949 0.112
H 5.2298 1.3770 -1.2137 0.134
H 2.8481 -1.6080 -0.6340 0.114
H 1.2810 -2.6377 0.9797 0.151
H -2.3693 0.3456 0.8588 0.127
H -2.5257 -1.7852 -1.0261 0.121
H -3.6158 -1.4278 0.3240 0.116
H -5.1911 -0.9883 -1.3431 0.095
H -4.4653 0.6361 -1.5028 0.114
H -4.7834 -1.3128 -3.5215 0.099
H -3.1083 -1.7297 -3.0774 0.099
H -4.0686 0.3961 -4.8068 0.066
H -2.3387 0.0779 -4.3612 0.067
H -3.2614 1.2142 -3.3419 0.057
H -2.1065 2.7999 -1.2956 0.071
H -0.6912 3.6524 -1.5891 0.067
H -0.6250 2.6420 -3.6655 0.082
C -2.6457 3.8286 -8.4122 -0.018
C -2.5405 3.4060 -6.9655 -0.330
C -3.7704 3.6876 -6.1485 -0.093
O -3.2276 3.8188 -4.8321 0.066
C -1.9526 4.2566 -4.9785 -0.552
O -1.2730 4.6591 -4.0805 0.147
O -1.5516 4.1805 -6.2708 0.100
H -3.3024 3.1572 -8.9667 0.093
H -3.0360 4.8450 -8.4980 0.090
H -1.6617 3.8287 -8.8831 0.091
H -2.2456 2.3540 -6.9022 0.162
H -4.5007 2.8808 -6.1902 0.140
H -4.2613 4.6279 -6.4129 0.142
C -7.6947 0.4654 3.9298 -0.021
C -7.3668 -0.2105 2.6190 -0.334
C -5.9431 -0.0283 2.1698 -0.094
O -6.0591 -0.1549 0.7495 0.024
C -7.3178 0.2519 0.4237 -0.547
O -7.6885 0.4638 -0.6861 0.165
O -8.0898 0.3877 1.5351 0.090
H -7.2449 -0.0697 4.7671 0.092
H -7.3333 1.4959 3.9423 0.089
H -8.7748 0.5091 4.0779 0.089
H -7.6443 -1.2684 2.6623 0.162
H -5.2716 -0.7856 2.5744 0.143
H -5.5398 0.9630 2.3945 0.142
C 7.5803 2.3825 4.5900 -0.021
C 7.6805 0.8785 4.6953 -0.336
C 9.0057 0.3814 5.2039 -0.099
O 9.0788 -0.9227 4.6225 0.071
C 8.3539 -0.8795 3.4744 -0.551
O 8.3609 -1.7289 2.6399 0.151
O 7.6217 0.2653 3.4006 0.075
H 7.4969 2.8372 5.5779 0.092
H 8.4554 2.8010 4.0882 0.089
H 6.7108 2.6674 3.9957 0.089
H 6.8479 0.4875 5.2883 0.162
H 9.0480 0.3257 6.2908 0.142
H 9.8557 0.9665 4.8427 0.141
C -1.5617 -4.4212 4.2714 -0.020
C -0.3892 -3.8682 5.0410 -0.332
C 0.8964 -4.6172 4.8280 -0.101
O 1.6013 -4.3567 6.0452 0.057
C 0.6578 -4.1547 7.0073 -0.557
O 0.8877 -4.1078 8.1741 0.155
O -0.5770 -4.0191 6.4581 0.085
H -1.4726 -4.1897 3.2079 0.054
H -1.6339 -5.5064 4.3866 0.089
H -2.4972 -4.0033 4.6467 0.092
H -0.2749 -2.7999 4.8313 0.156
H 1.4589 -4.2553 3.9682 0.134
H 0.7582 -5.6978 4.7355 0.139
```

Values from the calculation:
HOMO: -9.5 eV
LUMO level: -1.0 eV
HOMO-LUMO gap: 0.310 Eh
E: -2715.18650 hartree